Entry 1:
Density functional theory data (ωB97M-V/def2-TZVPD) for 19 unconnected molecules or ions with the total composition C68H185N11O23.

Each line ends with the Löwdin charge.
Element x y z (Å)
1 C 10.9875 -30.8157 14.8493  -0.064
2 C 10.0049 -29.7029 15.2234  -0.402
3 O 10.5869 -28.7304 15.9065  -0.044
4 H 11.7564 -30.4696 14.1587  0.064
5 H 10.4726 -31.6532 14.3785  0.050
6 H 11.4568 -31.2404 15.7367  0.077
7 H 9.1121 -30.0212 15.7618  0.114
8 H 9.5827 -29.3509 14.2822  0.102
9 H 10.7810 -29.1306 16.7573  0.103
10 C 6.7963 -25.1838 12.4623  -0.076
11 C 5.6676 -24.2731 12.0313  -0.310
12 O 5.1243 -23.8817 13.2718  -0.079
13 H 6.4078 -25.9859 13.0899  0.064
14 H 7.6061 -24.7241 13.0288  0.072
15 H 7.2401 -25.8298 11.7047  0.045
16 H 4.9548 -24.7395 11.3513  0.098
17 H 5.9533 -23.4047 11.4377  0.097
18 H 4.7776 -22.9934 13.1607  0.080
19 C 4.7259 -29.3958 13.3050  -0.076
20 C 3.3536 -28.7755 13.1034  -0.292
21 O 2.3857 -29.8050 13.0561  -0.099
22 H 5.5767 -28.7145 13.3151  0.060
23 H 5.0241 -29.9531 12.4169  0.044
24 H 4.8889 -29.9711 14.2163  0.078
25 H 3.3269 -28.2863 12.1297  0.086
26 H 3.0584 -28.1747 13.9636  0.117
27 H 2.6969 -30.4786 12.4470  0.029
28 C 10.4630 -23.6211 11.3804  -0.085
29 C 9.7975 -22.9140 10.2231  -0.307
30 O 10.4893 -21.6856 9.9677  -0.077
31 H 11.5396 -23.7908 11.3970  0.082
32 H 10.0350 -24.6183 11.4826  0.048
33 H 10.1490 -23.0719 12.2680  0.078
34 H 8.7280 -22.7392 10.3405  0.106
35 H 9.9306 -23.5407 9.3412  0.096
36 H 9.8182 -21.0584 9.6888  0.067
37 C 9.8239 -27.5663 7.5277  -0.071
38 C 10.8236 -27.5269 8.6852  -0.303
39 O 10.5751 -26.5152 9.6658  -0.075
40 H 9.8264 -26.6575 6.9259  0.076
41 H 8.8790 -27.7286 8.0463  0.064
42 H 9.9904 -28.3155 6.7537  0.057
43 H 11.8603 -27.4556 8.3562  0.097
44 H 10.9301 -28.4966 9.1714  0.079
45 H 11.3820 -26.3117 10.1445  0.055
46 C 3.9829 -33.5683 2.7812  -0.064
47 C 5.2539 -33.4848 1.9491  -0.324
48 O 6.2335 -32.7444 2.5779  -0.099
49 H 3.7741 -32.6036 3.2437  0.045
50 H 4.1375 -34.2846 3.5882  0.067
51 H 3.0877 -33.8420 2.2228  0.083
52 H 5.0201 -32.9921 1.0053  0.113
53 H 5.6756 -34.4791 1.8022  0.116
54 H 6.9614 -32.6235 1.9638  0.107
55 C 2.4958 -33.4617 10.4532  -0.077
56 C 3.6785 -32.6811 10.9675  -0.290
57 O 3.3872 -31.2902 10.7718  -0.115
58 H 2.3905 -33.2238 9.3947  0.064
59 H 1.5947 -33.1698 10.9926  0.075
60 H 2.6995 -34.5296 10.5319  0.070
61 H 4.6098 -32.9178 10.4530  0.083
62 H 3.8465 -32.9090 12.0201  0.117
63 H 3.4744 -31.0871 9.8376  0.042
64 C 1.9621 -22.6737 11.6380  -0.102
65 C 2.7181 -22.6249 10.3928  -0.359
66 O 3.9284 -21.9527 10.6523  -0.094
67 H 1.8117 -21.6719 12.0404  0.085
68 H 2.4068 -23.3285 12.3874  0.073
69 H 0.9525 -23.0189 11.4152  0.073
70 H 2.1866 -21.9499 9.7219  0.118
71 H 2.7457 -23.6249 9.9600  0.101
72 H 4.3149 -21.8108 9.7851  0.004
73 C 0.9352 -25.9992 11.0286  -0.096
74 O 1.3462 -25.9129 9.6654  -0.184
75 C 0.2549 -26.1396 8.8215  -0.229
76 C 0.6953 -26.3687 7.3655  -0.181
77 N 0.8238 -25.0878 6.6500  -0.038
78 C 1.0885 -25.2318 5.2226  -0.213
79 C 2.4513 -25.7277 4.8860  -0.208
80 O 3.5375 -24.8431 5.2677  -0.177
81 C 4.7803 -25.3953 4.8854  -0.107
82 H 0.1059 -25.3718 11.3552  0.089
83 H 1.7729 -25.7197 11.6676  0.082
84 H 0.7039 -27.0353 11.2761  0.066
85 H -0.5433 -25.4069 8.9410  0.127
86 H -0.1802 -27.0954 9.1136  0.100
87 H -0.0280 -27.0230 6.8789  0.118
88 H 1.6110 -26.9599 7.3764  0.095
89 H 1.7238 -24.6965 6.8887  0.084
90 H 0.9752 -24.2065 4.8703  0.122
91 H 0.2847 -25.8266 4.7889  0.105
92 H 2.5182 -25.6650 3.7998  0.122
93 H 2.5272 -26.7883 5.1258  0.095
94 H 4.8316 -26.4708 5.0547  0.072
95 H 5.6309 -24.9999 5.4407  0.084
96 H 4.9681 -25.3493 3.8127  0.084
97 C 5.3188 -35.8532 9.0345  -0.064
98 O 5.6113 -35.1143 7.8034  -0.209
99 C 4.6453 -34.1806 7.2821  -0.188
100 C 5.3190 -33.3762 6.1795  -0.209
101 N 6.3212 -32.4969 6.7285  -0.046
102 C 7.0233 -31.7821 5.6933  -0.196
103 C 8.2674 -31.1146 6.2441  -0.254
104 O 9.1910 -32.0835 6.4884  -0.166
105 C 10.4962 -31.6421 6.8939  -0.074
106 H 5.3196 -35.1886 9.8984  0.050
107 H 6.0877 -36.5721 9.3177  0.083
108 H 4.3886 -36.3807 8.8237  0.088
109 H 4.2490 -33.4563 7.9937  0.101
110 H 3.8606 -34.7896 6.8332  0.122
111 H 4.5667 -32.8333 5.6073  0.103
112 H 5.6974 -34.0835 5.4416  0.117
113 H 7.0296 -33.0854 7.1432  0.099
114 H 6.2882 -31.0647 5.3285  0.097
115 H 7.3113 -32.3901 4.8356  0.116
116 H 8.1177 -30.6082 7.1977  0.114
117 H 8.5902 -30.3399 5.5487  0.103
118 H 10.5671 -30.9554 7.7374  0.070
119 H 11.0007 -31.0440 6.1350  0.082
120 H 11.1564 -32.4898 7.0775  0.089
121 C 5.2957 -17.5355 7.2198  -0.103
122 O 5.2306 -18.9554 7.0791  -0.197
123 C 6.1924 -19.6207 7.9631  -0.179
124 C 6.1483 -21.1778 8.0011  -0.187
125 N 4.7794 -21.5926 8.0867  -0.073
126 C 4.6561 -22.9015 7.4288  -0.159
127 C 5.3337 -24.1282 8.1382  -0.154
128 O 6.7693 -24.2031 7.9150  -0.203
129 C 7.3671 -25.3210 8.4865  -0.112
130 H 4.4774 -17.0381 6.6994  0.088
131 H 6.2557 -17.2257 6.8068  0.085
132 H 5.2558 -17.2638 8.2747  0.083
133 H 6.0924 -19.2426 8.9806  0.112
134 H 7.2278 -19.3608 7.7430  0.113
135 H 6.7509 -21.6681 8.7658  0.118
136 H 6.5336 -21.4948 7.0320  0.116
137 H 4.1690 -20.8517 7.7726  0.123
138 H 5.0104 -22.9194 6.3982  0.106
139 H 3.5940 -23.1296 7.3398  0.106
140 H 4.9365 -25.0913 7.8176  0.107
141 H 5.0971 -24.0170 9.1964  0.093
142 H 7.2139 -25.3156 9.5656  0.076
143 H 8.4257 -25.2085 8.2522  0.077
144 H 6.9254 -26.2518 8.1307  0.076
145 C 10.6776 -31.3332 11.5979  -0.121
146 O 11.5517 -32.3457 12.0709  -0.225
147 C 12.6934 -32.5838 11.1935  -0.153
148 C 13.5129 -33.7807 11.7908  -0.193
149 N 13.8593 -33.5391 13.1893  -0.059
150 C 14.6685 -34.4818 13.9744  -0.192
151 C 15.9688 -34.9809 13.3128  -0.178
152 O 15.8707 -35.8605 12.1688  -0.221
153 C 14.9860 -36.9503 12.2489  -0.120
154 H 9.7114 -31.4572 12.0869  0.070
155 H 10.4851 -31.4638 10.5330  0.079
156 H 11.0414 -30.3143 11.7302  0.068
157 H 13.2518 -31.6524 11.0998  0.099
158 H 12.4351 -32.9171 10.1883  0.112
159 H 14.3684 -33.8987 11.1257  0.116
160 H 12.9214 -34.6914 11.6972  0.103
161 H 12.9607 -33.3645 13.6162  0.094
162 H 13.9907 -35.3218 14.1262  0.097
163 H 14.8121 -34.1209 14.9928  0.116
164 H 16.5897 -35.5363 14.0157  0.113
165 H 16.5657 -34.1461 12.9456  0.120
166 H 15.3543 -37.6291 13.0181  0.090
167 H 15.0305 -37.3848 11.2502  0.092
168 H 13.9600 -36.6351 12.4389  0.065
169 C 1.4023 -30.4147 6.3884  -0.045
170 C 2.3217 -30.5026 5.1457  -0.380
171 C 1.5641 -30.0268 3.8249  -0.133
172 O 1.1771 -28.6262 4.0271  -0.221
173 C 0.4366 -28.1429 2.9363  -0.123
174 N 3.5379 -29.7210 5.3483  0.058
175 H 1.1451 -29.3737 6.5837  0.062
176 H 1.8727 -30.8813 7.2540  0.059
177 H 0.4917 -31.0070 6.2987  0.079
178 H 2.5005 -31.5687 5.0059  0.111
179 H 0.6606 -30.6004 3.6182  0.116
180 H 2.1576 -30.0611 2.9113  0.097
181 H -0.4090 -28.7732 2.6609  0.088
182 H 1.0668 -28.0237 2.0549  0.086
183 H 0.0067 -27.1546 3.0998  0.075
184 H 4.1385 -29.9485 4.5688  0.013
185 H 3.1680 -28.8230 5.0710  0.048
186 C -3.2254 -31.2798 13.5861  -0.055
187 C -2.4997 -30.4344 12.5424  -0.448
188 C -2.2609 -31.1097 11.1565  -0.170
189 O -1.5561 -30.1774 10.2842  -0.204
190 C -0.2110 -29.8446 10.5879  -0.097
191 N -3.3271 -29.2734 12.2878  0.030
192 H -3.2153 -30.7382 14.5320  0.079
193 H -2.8159 -32.2892 13.6244  0.075
194 H -4.2822 -31.3079 13.3206  0.072
195 H -1.5178 -30.0498 12.8182  0.128
196 H -3.1884 -31.5390 10.7777  0.120
197 H -1.7145 -32.0448 11.2796  0.107
198 H -0.0583 -29.0306 11.2965  0.068
199 H 0.1687 -29.4604 9.6412  0.078
200 H 0.3806 -30.7377 10.7892  0.081
201 H -2.8916 -28.7951 11.5122  0.061
202 H -4.1448 -29.6887 11.8646  0.064
203 C 14.6599 -27.3906 9.5781  -0.065
204 C 14.5878 -28.1398 10.8881  -0.424
205 C 13.1539 -28.3215 11.4480  -0.201
206 O 12.6584 -27.0605 11.8093  -0.194
207 C 11.6392 -27.1440 12.7775  -0.081
208 N 15.0700 -29.4910 10.5967  0.026
209 H 14.2199 -27.8864 8.7129  0.078
210 H 15.7178 -27.2385 9.3640  0.077
211 H 14.2164 -26.4058 9.7251  0.082
212 H 15.2926 -27.6637 11.5697  0.138
213 H 13.0440 -29.1096 12.1929  0.114
214 H 12.5994 -28.6862 10.5834  0.102
215 H 11.9228 -27.7311 13.6510  0.091
216 H 10.7113 -27.4729 12.3097  0.072
217 H 11.3932 -26.1020 12.9822  0.089
218 H 15.9910 -29.2410 10.2660  0.065
219 H 15.2352 -30.0573 11.4165  0.070
220 C 7.6198 -33.1810 14.2538  -0.043
221 C 8.0551 -34.3905 13.3744  -0.407
222 C 7.4355 -34.4433 11.9491  -0.188
223 O 7.7447 -33.2446 11.2335  -0.179
224 C 7.6583 -33.2981 9.8516  -0.120
225 N 9.4959 -34.3135 13.2015  0.049
226 H 7.8491 -32.2154 13.8029  0.060
227 H 8.1382 -33.3525 15.1972  0.080
228 H 6.5302 -33.1624 14.2301  0.072
229 H 7.7956 -35.3118 13.8959  0.133
230 H 6.3724 -34.6777 12.0039  0.108
231 H 7.8293 -35.3351 11.4615  0.114
232 H 6.6284 -33.1920 9.5107  0.056
233 H 7.9957 -34.2422 9.4240  0.099
234 H 8.1205 -32.4596 9.3306  0.077
235 H 9.5472 -33.5422 12.5515  0.029
236 H 9.7517 -35.1044 12.6277  0.069
237 C 4.9299 -27.9237 2.1473  -0.064
238 C 5.7781 -29.0689 2.4704  -0.419
239 C 6.7316 -28.8031 3.6610  -0.228
240 O 7.4722 -27.6784 3.3655  -0.158
241 C 8.5620 -27.5117 4.2702  -0.092
242 N 4.9085 -30.1505 2.8720  0.046
243 H 5.4720 -27.0087 1.9085  0.088
244 H 4.2629 -27.6916 2.9776  0.070
245 H 4.2987 -28.1468 1.2871  0.086
246 H 6.3908 -29.2933 1.5973  0.145
247 H 7.2736 -29.7254 3.8698  0.100
248 H 6.2933 -28.6545 4.6479  0.119
249 H 9.4113 -28.1797 4.1267  0.085
250 H 8.2963 -27.6623 5.3166  0.064
251 H 8.9767 -26.5288 4.0464  0.098
252 H 5.5025 -30.9615 2.9693  0.044
253 H 4.2880 -30.2950 2.0883  0.084
254 C 4.2494 -28.0915 9.1426  -0.035
255 C 5.2168 -29.1206 8.6452  -0.420
256 C 6.2930 -29.5370 9.6620  -0.111
257 O 7.0413 -28.3887 10.2730  -0.196
258 C 8.2372 -28.7149 10.9650  -0.109
259 N 4.6074 -30.2987 8.0426  0.066
260 H 3.4057 -27.9840 8.4609  0.066
261 H 4.7125 -27.1351 9.3852  0.073
262 H 3.7395 -28.3540 10.0696  0.061
263 H 5.6672 -28.6245 7.7854  0.120
264 H 6.9461 -30.2320 9.1342  0.090
265 H 5.8928 -30.1365 10.4796  0.102
266 H 8.9652 -29.1245 10.2649  0.070
267 H 8.1644 -29.3400 11.8550  0.078
268 H 8.5625 -27.7427 11.3354  0.069
269 H 4.2204 -30.0711 7.1379  0.014
270 H 5.2841 -30.9878 7.7472  0.032
271 C 7.9829 -26.4029 16.0596  -0.049
272 C 7.0328 -25.3744 16.6762  -0.444
273 C 7.3238 -23.8533 16.5270  -0.192
274 O 8.4903 -23.4870 17.2330  -0.192
275 C 8.5057 -23.6380 18.6912  -0.081
276 N 5.7736 -25.5637 16.0284  0.035
277 H 8.0053 -26.2733 14.9776  0.057
278 H 7.5753 -27.4048 16.1941  0.077
279 H 9.0035 -26.2859 16.4239  0.074
280 H 6.9444 -25.6470 17.7279  0.124
281 H 6.4786 -23.2336 16.8265  0.119
282 H 7.4799 -23.5939 15.4800  0.120
283 H 8.4823 -24.6971 18.9477  0.064
284 H 7.5830 -23.3203 19.1767  0.082
285 H 9.3829 -23.2915 19.2376  0.082
286 H 5.7566 -25.1686 15.0990  0.033
287 H 5.1372 -24.9929 16.5662  0.070

The value obtained for the energy above the lowest of the compared OMol25 structures with the same formula, charge and spin is 0.0 kcal/mol. The multiplicity is 1. The calculation puts the HOMO energy at -8.23 eV. As for the HOMO-LUMO gap: 8.277 eV. Its net charge is 0.

Entry 2:
Density functional theory data (ωB97M-V/def2-TZVPD) for a gas-phase ion, C7H7BrNO2 (charge -1).

Each line ends with the Löwdin charge.
Element x y z (Å)
1 C 1.6995 -0.7156 -1.2310  -0.071
2 C -0.5487 -1.2448 -0.8307  -0.240
3 C 2.2692 0.2241 -0.4806  -0.112
4 C 2.5751 1.3017 0.3552  -0.419
5 C 0.3505 -0.3859 -1.7697  -0.236
6 C -1.7645 0.2013 0.6809  -0.667
7 C -2.5055 0.1947 1.9573  -0.211
8 N -1.1671 -0.8257 0.2410  -0.051
9 O 2.6609 2.4309 0.7414  0.114
10 O 3.3097 0.1484 0.5710  0.077
11 Br -1.5066 2.2361 -0.0421  0.276
12 H 2.1674 -1.6916 -1.4716  0.125
13 H -0.2149 -2.3162 -0.9573  0.074
14 H 0.3125 0.7124 -1.9396  0.086
15 H 0.3053 -0.6940 -2.7571  0.053
16 H -1.6699 -0.0030 2.7714  0.089
17 H -3.2656 -0.7140 1.9742  0.092
18 H -3.0071 1.1411 2.1874  0.023

The value obtained for the energy above the lowest of the compared OMol25 structures with the same formula, charge and spin is 103.2 kcal/mol. The multiplicity is 1. The calculation puts the HOMO energy at -2.20 eV. As for the HOMO-LUMO gap: 5.754 eV. Its net charge is -1.

The lowest HOMO belongs to which entry? C68H185N11O23